Run 1
{
  "formula": "C41H110N20O13",
  "method": "ωB97M-V with the def2-TZVPD basis set",
  "species": ["C", "C", "C", "C", "C", "C", "N", "O", "C", "C", "C", "H", "H", "H", "H", "H", "H", "H", "H", "H", "H", "H", "H", "H", "H", "H", "H", "H", "H", "H", "C", "C", "C", "C", "C", "C", "N", "O", "C", "C", "C", "H", "H", "H", "H", "H", "H", "H", "H", "H", "H", "H", "H", "H", "H", "H", "H", "H", "H", "H", "C", "C", "C", "O", "C", "N", "H", "H", "H", "H", "H", "H", "H", "H", "H", "H", "H", "C", "C", "C", "O", "C", "N", "H", "H", "H", "H", "H", "H", "H", "H", "H", "H", "H", "C", "C", "C", "O", "C", "N", "H", "H", "H", "H", "H", "H", "H", "H", "H", "H", "H", "C", "C", "C", "O", "C", "N", "H", "H", "H", "H", "H", "H", "H", "H", "H", "H", "H", "C", "O", "N", "N", "H", "H", "H", "H", "C", "O", "N", "N", "H", "H", "H", "H", "C", "O", "N", "N", "H", "H", "H", "H", "C", "O", "N", "N", "H", "H", "H", "H", "C", "O", "N", "N", "H", "H", "H", "H", "C", "O", "N", "N", "H", "H", "H", "H", "C", "O", "N", "N", "H", "H", "H", "H"],
  "xyz": [[-7.58430, 9.23723, 4.26851], [-6.98398, 7.79967, 4.21706], [-7.45166, 7.22921, 2.85568], [-6.62505, 7.61749, 1.60487], [-5.16426, 7.21899, 1.90938], [-4.60246, 7.89164, 3.20576], [-5.56334, 7.55881, 4.34893], [-5.04305, 8.03215, 5.56274], [-3.23012, 7.32424, 3.49072], [-4.55446, 9.42437, 3.07751], [-7.69613, 6.91729, 5.25860], [-8.57276, 9.26787, 4.72689], [-7.77436, 9.68061, 3.29108], [-6.97856, 9.98329, 4.78288], [-7.40513, 6.14271, 2.92956], [-8.50063, 7.44814, 2.65608], [-6.72615, 8.69079, 1.44389], [-6.99644, 7.02087, 0.77168], [-4.55628, 7.45758, 1.03672], [-5.18434, 6.13153, 1.83784], [-3.28853, 6.37641, 4.02580], [-2.49948, 7.31371, 2.68191], [-2.85555, 8.03355, 4.22874], [-4.03239, 9.81188, 3.95237], [-3.93044, 9.78463, 2.25964], [-5.51297, 9.89067, 2.84965], [-8.76479, 7.01608, 5.06803], [-7.58727, 7.16244, 6.31508], [-7.41073, 5.87011, 5.15826], [-5.07552, 7.22854, 6.08690], [3.29975, 0.98563, -1.42538], [1.86969, 0.53545, -1.54103], [1.65782, -0.79177, -0.76472], [1.47010, -0.63340, 0.78579], [0.34512, 0.35636, 0.97358], [0.59381, 1.73242, 0.27731], [0.87201, 1.55859, -1.12512], [0.95594, 2.83367, -1.84620], [-0.77116, 2.53742, 0.38414], [1.57607, 2.62751, 1.09734], [1.61039, 0.22205, -3.07087], [3.71477, 1.02586, -0.41829], [3.39661, 2.02875, -1.72644], [3.97675, 0.32277, -1.96426], [0.71713, -1.04136, -1.25553], [2.35334, -1.61092, -0.94736], [2.36824, -0.17959, 1.20471], [1.26412, -1.56127, 1.31938], [0.28121, 0.50068, 2.05209], [-0.63662, -0.04966, 0.72982], [-0.70309, 3.51391, -0.09537], [-1.50012, 1.85854, -0.05840], [-1.14098, 2.64828, 1.40348], [2.60601, 2.30253, 0.94997], [1.73441, 3.62956, 0.69869], [1.34260, 2.61003, 2.16190], [0.56425, -0.07816, -3.13064], [2.04892, -0.74504, -3.31689], [1.91538, 0.98623, -3.78579], [1.69336, 3.21575, -1.36472], [-1.04561, -5.13514, -6.00528], [-1.27101, -6.46314, -6.89256], [-1.33784, -6.01754, -8.39643], [-1.27012, -7.16601, -9.19108], [-1.27474, -6.93026, -10.56812], [-0.20179, -7.37631, -6.62211], [-1.86545, -4.41684, -6.00573], [-0.13884, -4.56196, -6.19853], [-0.80679, -5.38123, -4.97063], [-2.23331, -6.96101, -6.77341], [-0.41958, -5.49272, -8.66001], [-2.10114, -5.35402, -8.80288], [-0.36153, -6.43928, -10.90441], [-2.17794, -6.41607, -10.89666], [-1.28822, -7.89615, -11.07307], [-0.30860, -7.83621, -7.51496], [0.67230, -6.87198, -6.66367], [5.20336, -7.78529, -3.62176], [5.83292, -6.45983, -4.11917], [4.86039, -5.32510, -4.46891], [3.84625, -5.85107, -5.26352], [3.99403, -5.40512, -6.63569], [6.70153, -6.01958, -3.02305], [5.93288, -8.57489, -3.44168], [4.43872, -8.19986, -4.27870], [4.74114, -7.67339, -2.64098], [6.57114, -6.68741, -4.88816], [5.26003, -4.38784, -4.85609], [4.34984, -5.00792, -3.55960], [5.01071, -5.40783, -7.02870], [3.45803, -4.48219, -6.85708], [3.54143, -6.16235, -7.27588], [6.12277, -5.58978, -2.31565], [6.99427, -6.81752, -2.47746], [-7.00412, 0.90835, 5.87264], [-5.50756, 1.05967, 5.45311], [-4.53234, 1.21236, 6.59107], [-3.22442, 1.32055, 6.01679], [-2.29336, 1.60824, 7.13290], [-5.22387, 0.00097, 4.52864], [-7.22615, -0.11044, 6.19022], [-7.74325, 1.27171, 5.15866], [-7.16965, 1.53588, 6.74837], [-5.43379, 2.02297, 4.94842], [-4.54565, 0.36783, 7.28005], [-4.93711, 2.09557, 7.08524], [-2.10803, 0.73522, 7.75866], [-2.62915, 2.37134, 7.83505], [-1.32241, 1.84603, 6.69839], [-4.22630, -0.00322, 4.37071], [-5.37910, -0.91762, 4.91878], [5.25586, -7.55248, 2.75117], [5.37808, -6.03787, 3.20642], [6.46325, -5.96717, 4.30683], [6.73596, -4.62202, 4.86545], [5.94668, -4.10227, 5.94168], [5.79563, -5.37449, 1.99238], [4.45743, -7.64728, 2.01523], [5.02736, -8.28804, 3.52243], [6.23402, -7.87842, 2.39753], [4.38410, -5.78460, 3.57513], [7.40212, -6.35887, 3.91543], [6.29971, -6.58443, 5.19020], [6.07519, -4.70329, 6.84188], [4.88094, -4.16193, 5.72091], [6.14749, -3.06991, 6.22804], [5.82184, -4.36945, 2.08880], [6.76584, -5.64376, 1.91307], [5.65336, 7.28607, -2.65311], [5.91973, 8.01248, -3.61073], [5.75442, 7.72411, -1.43318], [5.32646, 6.02646, -2.80254], [5.91308, 7.04637, -0.70133], [5.76044, 8.68848, -1.13309], [5.43177, 5.62096, -3.72156], [4.97843, 5.42023, -2.07352], [-5.00658, -2.31476, -2.19082], [-4.88935, -1.42294, -2.92887], [-3.99463, -2.76865, -1.46662], [-6.12911, -2.86118, -1.82766], [-4.12749, -3.62740, -0.95185], [-3.20200, -2.14377, -1.42957], [-6.94955, -2.53707, -2.31952], [-6.20034, -3.56343, -1.10526], [7.72228, 3.69250, 1.08952], [7.59397, 4.86592, 1.34410], [8.05350, 3.13965, -0.05951], [7.75662, 2.80926, 2.10207], [7.84883, 2.15379, 0.01987], [8.15340, 3.65474, -0.92253], [8.13052, 1.89719, 1.88202], [7.59831, 3.18710, 3.02526], [-8.60981, 1.71487, 0.31689], [-9.65867, 1.89691, -0.27544], [-7.52199, 2.40653, 0.20925], [-8.38543, 0.72735, 1.00990], [-7.46380, 3.08293, -0.53855], [-6.70925, 1.93055, 0.57394], [-7.53433, 0.48854, 1.49846], [-9.11097, 0.02547, 1.04223], [9.58055, -2.07294, 1.33727], [8.62032, -1.41972, 1.05784], [10.65189, -2.08844, 0.64001], [9.68047, -2.98515, 2.25367], [10.68053, -1.52341, -0.19667], [11.42021, -2.70847, 0.85295], [10.57941, -3.40971, 2.43186], [8.88600, -3.07442, 2.87088], [-3.76872, 4.52129, -3.52792], [-4.98946, 4.70033, -3.32914], [-3.24925, 3.35487, -3.43235], [-2.79626, 5.41578, -3.70264], [-2.23990, 3.32989, -3.40629], [-3.70510, 2.47270, -3.24775], [-3.06119, 6.39032, -3.71553], [-1.80941, 5.21579, -3.78157], [-0.79698, -7.96125, -1.17943], [-1.01061, -7.72910, -0.02838], [-1.70990, -8.33563, -2.04008], [0.40106, -7.60926, -1.60253], [-2.68656, -8.43402, -1.80225], [-1.42629, -8.36538, -3.00899], [0.87872, -6.89407, -1.07296], [0.45030, -7.57832, -2.61086]],
  "lowdin_charge": [-0.035, -0.504, -0.153, -0.166, -0.134, -0.469, -0.112, -0.014, -0.042, -0.028, -0.049, 0.076, 0.068, 0.077, 0.111, 0.120, 0.096, 0.112, 0.112, 0.115, 0.087, 0.089, 0.069, 0.083, 0.085, 0.065, 0.081, 0.078, 0.080, 0.100, -0.051, -0.501, -0.115, -0.157, -0.152, -0.492, -0.082, -0.007, -0.032, -0.032, -0.027, 0.068, 0.074, 0.092, 0.105, 0.120, 0.104, 0.111, 0.115, 0.115, 0.074, 0.073, 0.079, 0.057, 0.076, 0.090, 0.077, 0.075, 0.082, 0.059, -0.047, -0.395, -0.212, -0.221, -0.113, 0.045, 0.069, 0.062, 0.054, 0.131, 0.116, 0.125, 0.090, 0.090, 0.090, 0.058, 0.066, -0.064, -0.401, -0.225, -0.192, -0.088, 0.007, 0.073, 0.068, 0.075, 0.130, 0.127, 0.121, 0.089, 0.084, 0.076, 0.058, 0.056, -0.050, -0.456, -0.237, -0.180, -0.076, 0.034, 0.072, 0.073, 0.066, 0.136, 0.130, 0.122, 0.077, 0.082, 0.082, 0.061, 0.070, -0.068, -0.418, -0.160, -0.223, -0.111, 0.033, 0.073, 0.068, 0.068, 0.134, 0.117, 0.117, 0.077, 0.077, 0.083, 0.071, 0.066, -0.779, 0.007, 0.166, 0.158, 0.103, 0.122, 0.116, 0.103, -0.844, 0.087, 0.149, 0.163, 0.102, 0.112, 0.122, 0.109, -0.768, 0.025, 0.165, 0.144, 0.103, 0.119, 0.097, 0.115, -0.863, 0.033, 0.171, 0.166, 0.126, 0.107, 0.122, 0.134, -0.841, 0.047, 0.158, 0.167, 0.127, 0.114, 0.113, 0.118, -0.747, -0.008, 0.159, 0.148, 0.104, 0.128, 0.111, 0.105, -0.803, 0.033, 0.177, 0.153, 0.121, 0.103, 0.117, 0.093],
  "lumo_energy_ev": -0.095
}

---

Run 2
{
  "formula": "C41H110N20O13",
  "method": "ωB97M-V with the def2-TZVPD basis set",
  "species": ["C", "C", "C", "C", "C", "C", "N", "O", "C", "C", "C", "H", "H", "H", "H", "H", "H", "H", "H", "H", "H", "H", "H", "H", "H", "H", "H", "H", "H", "H", "C", "C", "C", "C", "C", "C", "N", "O", "C", "C", "C", "H", "H", "H", "H", "H", "H", "H", "H", "H", "H", "H", "H", "H", "H", "H", "H", "H", "H", "H", "C", "C", "C", "O", "C", "N", "H", "H", "H", "H", "H", "H", "H", "H", "H", "H", "H", "C", "C", "C", "O", "C", "N", "H", "H", "H", "H", "H", "H", "H", "H", "H", "H", "H", "C", "C", "C", "O", "C", "N", "H", "H", "H", "H", "H", "H", "H", "H", "H", "H", "H", "C", "C", "C", "O", "C", "N", "H", "H", "H", "H", "H", "H", "H", "H", "H", "H", "H", "C", "O", "N", "N", "H", "H", "H", "H", "C", "O", "N", "N", "H", "H", "H", "H", "C", "O", "N", "N", "H", "H", "H", "H", "C", "O", "N", "N", "H", "H", "H", "H", "C", "O", "N", "N", "H", "H", "H", "H", "C", "O", "N", "N", "H", "H", "H", "H", "C", "O", "N", "N", "H", "H", "H", "H"],
  "xyz": [[-6.40236, -1.76474, 3.12768], [-6.97129, -3.08881, 2.52744], [-7.85942, -2.79408, 1.35724], [-7.09646, -2.28566, 0.13932], [-6.10745, -3.37515, -0.29172], [-5.04803, -3.63836, 0.80354], [-5.74646, -3.83896, 2.02963], [-4.74851, -4.01843, 3.05303], [-4.42179, -4.97935, 0.29071], [-3.87936, -2.43220, 0.75559], [-7.74961, -4.03059, 3.43002], [-5.44024, -1.48802, 2.69658], [-6.28807, -1.79596, 4.21123], [-7.10515, -0.94837, 2.96115], [-8.59976, -3.53545, 1.05663], [-8.58373, -1.98182, 1.41802], [-6.46020, -1.48653, 0.51965], [-7.76565, -1.87865, -0.61872], [-5.54315, -3.04246, -1.16291], [-6.82776, -4.13985, -0.58240], [-3.56936, -5.29778, 0.89076], [-5.11008, -5.82227, 0.22860], [-4.00617, -4.76707, -0.69433], [-3.53701, -2.11302, -0.22880], [-4.32089, -1.45088, 0.92929], [-3.14501, -2.29096, 1.54861], [-7.22740, -4.12741, 4.38187], [-7.97020, -5.01746, 3.02318], [-8.68814, -3.57842, 3.75066], [-4.37080, -4.88197, 2.87072], [-5.56660, 0.33379, -1.62447], [-5.76647, 1.78630, -1.36615], [-5.76922, 2.11680, 0.17972], [-4.45614, 2.11408, 0.96122], [-3.41676, 2.97886, 0.24359], [-3.23395, 2.71703, -1.25835], [-4.55562, 2.52764, -1.93051], [-4.40024, 2.33017, -3.29121], [-2.46239, 3.95873, -1.82953], [-2.31874, 1.61721, -1.63008], [-6.96625, 2.29439, -2.08524], [-5.06806, -0.01718, -0.72093], [-5.18708, -0.04706, -2.57263], [-6.54214, -0.15162, -1.65276], [-6.32700, 3.03691, 0.35401], [-6.57454, 1.52972, 0.62119], [-4.17419, 1.06408, 1.03926], [-4.25792, 2.57777, 1.92756], [-2.48327, 2.65664, 0.70498], [-3.39705, 4.06513, 0.33155], [-2.08011, 4.74613, -1.17993], [-1.59262, 3.74325, -2.45015], [-3.15776, 4.59114, -2.38144], [-2.90261, 0.73832, -1.35669], [-2.10328, 1.65349, -2.69795], [-1.45834, 1.77704, -0.98026], [-6.97627, 3.38421, -2.10237], [-7.86716, 1.81634, -1.70061], [-7.06456, 1.96823, -3.12064], [-4.93272, 2.94755, -3.79808], [0.80167, -1.26123, 2.33226], [0.30009, -0.35400, 1.28684], [1.35611, 0.00518, 0.23180], [2.41105, 0.82698, 0.77959], [3.03283, 1.69587, -0.23525], [-0.91811, -1.03206, 0.68924], [0.09111, -1.36691, 3.15203], [1.72710, -0.75227, 2.60175], [1.07902, -2.22669, 1.90910], [-0.15361, 0.52756, 1.73973], [0.83435, 0.69902, -0.42733], [1.59390, -0.84127, -0.41246], [2.33766, 2.38649, -0.71262], [3.49483, 1.03096, -0.96501], [3.83820, 2.26160, 0.23320], [-0.99094, -2.01649, 0.90299], [-1.82600, -0.66897, 0.94223], [1.70216, -1.52908, -6.79079], [1.51091, -2.08352, -5.34293], [0.79315, -1.13785, -4.31739], [1.61166, -0.03407, -4.08890], [0.94912, 1.08708, -3.54877], [0.86668, -3.27905, -5.54110], [2.23532, -2.25210, -7.40809], [2.18807, -0.55472, -6.73955], [0.72066, -1.24418, -7.16974], [2.51547, -2.32036, -4.99238], [0.67768, -1.62964, -3.35152], [-0.18587, -0.88988, -4.72745], [-0.10156, 1.26919, -3.77463], [1.60419, 1.93382, -3.75370], [1.09636, 1.02534, -2.47053], [0.42267, -3.67430, -4.72456], [0.07751, -3.28659, -6.17137], [6.63194, -1.40583, 1.48892], [7.35444, -0.74785, 0.25398], [7.82377, -1.82004, -0.80551], [8.95702, -2.42266, -0.15727], [9.40194, -3.51133, -0.94277], [6.44814, 0.26871, -0.33651], [6.34157, -0.78517, 2.33660], [7.31166, -2.05862, 2.03660], [5.76407, -2.02926, 1.27389], [8.22941, -0.14355, 0.49347], [8.14904, -1.28221, -1.69603], [6.95270, -2.42456, -1.05827], [9.65740, -3.20207, -1.95628], [8.80877, -4.42572, -0.93077], [10.37834, -3.77574, -0.53676], [6.68297, 0.42753, -1.30591], [5.70693, -0.37158, -0.58294], [-1.64290, 7.19322, 0.47111], [-0.64499, 8.07740, -0.31521], [0.10635, 7.47765, -1.54162], [0.50618, 6.13342, -1.22659], [1.58978, 5.61349, -2.03144], [-1.27910, 9.36052, -0.65338], [-2.55311, 7.11036, -0.12282], [-1.98271, 7.63551, 1.40760], [-1.20907, 6.21750, 0.68989], [0.08380, 8.32305, 0.45720], [1.02275, 8.04417, -1.70703], [-0.64287, 7.48832, -2.33324], [1.46709, 5.62553, -3.11444], [1.84499, 4.59767, -1.72966], [2.32100, 6.37375, -1.75680], [-0.52470, 9.98173, -0.90849], [-1.80869, 9.31829, -1.51236], [4.86917, 1.20952, -4.04899], [4.06928, 2.10140, -4.12733], [6.17884, 1.35877, -4.12597], [4.42225, 0.07717, -3.69879], [6.88937, 0.66456, -4.30852], [6.51607, 2.30607, -4.22078], [3.41960, 0.03901, -3.58331], [5.10894, -0.63947, -3.51176], [2.15140, 4.19712, 2.56412], [2.64069, 5.23591, 2.95848], [1.39010, 4.18161, 1.49541], [2.34589, 2.97919, 3.08529], [0.90362, 3.34110, 1.21794], [1.12292, 5.14383, 1.34421], [2.89071, 2.97106, 3.93571], [2.23636, 2.19294, 2.46086], [6.76504, 3.79645, 1.71418], [7.06168, 4.46681, 2.68933], [5.83471, 4.10798, 0.83924], [7.32886, 2.64905, 1.39111], [5.12272, 4.80781, 0.99224], [5.65557, 3.51900, 0.03854], [7.95030, 2.21244, 2.05690], [7.25305, 2.29166, 0.44950], [3.84945, -2.71950, -1.45622], [4.36294, -1.60837, -1.17050], [4.56966, -3.79320, -1.52420], [2.59478, -2.94673, -1.59992], [5.54481, -3.61459, -1.71728], [4.09344, -4.67016, -1.67998], [2.30972, -3.89049, -1.81942], [2.04419, -2.23358, -1.14345], [-0.82898, -4.09654, 3.89681], [-1.55720, -4.57652, 3.01477], [-1.29339, -3.22220, 4.75393], [0.43453, -4.12102, 3.88500], [-0.62283, -2.79065, 5.37378], [-2.30273, -3.18732, 4.76454], [0.99500, -3.73887, 4.63329], [1.01555, -4.81637, 3.43889], [0.32991, -6.84731, 1.11294], [0.95025, -7.29416, 0.15564], [0.77157, -5.72614, 1.57785], [-0.85027, -7.09316, 1.50190], [0.07213, -5.02956, 1.79155], [1.62335, -5.30496, 1.23554], [-1.18111, -6.46298, 2.21850], [-1.39961, -7.90021, 1.24306], [1.12713, -0.65555, 6.20558], [-0.01210, -1.03580, 6.05609], [1.83564, -0.21320, 5.28430], [1.81451, -0.60034, 7.28400], [2.80404, 0.06250, 5.36354], [1.35492, -0.01555, 4.41830], [1.35354, -0.92740, 8.12104], [2.77101, -0.28008, 7.33542]],
  "lowdin_charge": [-0.003, -0.460, -0.172, -0.195, -0.142, -0.441, -0.095, -0.024, -0.035, -0.007, -0.036, 0.064, 0.079, 0.079, 0.119, 0.119, 0.079, 0.112, 0.112, 0.123, 0.057, 0.086, 0.081, 0.071, 0.020, 0.053, 0.076, 0.090, 0.085, 0.078, -0.044, -0.489, -0.110, -0.151, -0.128, -0.495, -0.112, -0.025, -0.027, -0.052, -0.049, 0.058, 0.100, 0.070, 0.113, 0.110, 0.090, 0.117, 0.108, 0.113, 0.048, 0.073, 0.083, 0.079, 0.075, 0.082, 0.094, 0.091, 0.085, 0.101, -0.084, -0.397, -0.172, -0.209, -0.050, 0.065, 0.079, 0.071, 0.083, 0.139, 0.088, 0.093, 0.067, 0.072, 0.069, 0.044, 0.041, -0.042, -0.466, -0.182, -0.222, -0.077, 0.012, 0.080, 0.071, 0.075, 0.125, 0.109, 0.127, 0.085, 0.081, 0.058, 0.074, 0.081, -0.040, -0.365, -0.181, -0.171, -0.125, 0.032, 0.066, 0.065, 0.065, 0.121, 0.117, 0.088, 0.084, 0.087, 0.086, 0.049, 0.006, -0.062, -0.419, -0.171, -0.242, -0.068, 0.029, 0.069, 0.076, 0.055, 0.131, 0.119, 0.121, 0.086, 0.068, 0.083, 0.064, 0.062, -0.817, 0.038, 0.166, 0.195, 0.104, 0.112, 0.088, 0.108, -0.767, 0.035, 0.176, 0.170, 0.102, 0.107, 0.110, 0.065, -0.765, 0.024, 0.162, 0.153, 0.113, 0.087, 0.112, 0.069, -0.735, -0.017, 0.189, 0.207, 0.103, 0.122, 0.129, 0.085, -0.755, -0.018, 0.197, 0.174, 0.069, 0.128, 0.128, 0.096, -0.797, 0.007, 0.127, 0.205, 0.069, 0.117, 0.082, 0.135, -0.834, 0.037, 0.187, 0.178, 0.133, 0.097, 0.128, 0.123],
  "lumo_energy_ev": -0.005
}

---

Looking at the structures above, run 1 is most stable, and the difference to the next one is 100.7 kJ/mol.